Formula: C5H8O
Source: the Open Molecules 2025 dataset
Level of theory: the ωB97M-V functional and the def2-TZVPD basis

Results
SMILES string: C1=COC=CC1.[H][H]
Energy above the lowest of the compared OMol25 structures with the same formula, charge and spin (kcal/mol): 58.8
Lowest unoccupied orbital energy (eV): 1.17
HOMO-LUMO gap (eV): 9.8857

```
14
Properties=species:S:1:pos:R:3:forces:R:3
C 0.69670 1.07272 0.47137 -0.18 0.08 -0.02
C -0.62936 1.15881 0.43996 0.21 0.10 0.12
O -1.37459 0.43494 -0.46528 0.02 0.03 -0.05
C -0.80763 -0.76768 -0.82735 0.19 -0.18 -0.05
C 0.51119 -0.93278 -0.84890 -0.18 0.01 -0.06
C 1.34759 0.30610 -0.65204 0.08 -0.02 0.01
H 1.27331 1.49889 1.28398 -0.12 0.17 -0.18
H -1.25505 1.73999 1.10895 0.11 -0.12 -0.07
H -1.55671 -1.52453 -1.03396 0.13 0.09 0.06
H 0.95865 -1.91335 -0.96108 -0.13 0.11 -0.22
H 1.29689 0.91387 -1.56848 0.13 -0.09 0.12
H 2.40219 0.09019 -0.47272 -0.16 -0.05 0.10
H -1.42329 -0.71876 1.95119 -0.05 -0.14 0.08
H -1.43990 -1.35840 1.57438 -0.04 -0.01 0.15
```
Positions in Å, forces in eV/Å.

Formula: C6H10
Source: the Open Molecules 2025 dataset
Level of theory: the ωB97M-V functional and the def2-TZVPD basis

Results
SMILES string: C=C/C(C)=C\C
Energy above the lowest of the compared OMol25 structures with the same formula, charge and spin (kcal/mol): 47.5
Lowest unoccupied orbital energy (eV): 1.11
HOMO-LUMO gap (eV): 9.8057

```
16
Properties=species:S:1:pos:R:3:forces:R:3
C -0.32671 2.09279 -0.20822 -0.22 1.00 -1.25
C -0.86516 0.95765 0.26391 -0.18 3.40 0.77
C -0.45828 -0.35268 -0.09772 -1.28 1.14 0.53
C -1.58537 -1.23577 -0.07201 -3.50 -2.59 -0.43
C 0.73941 -0.80179 -0.26804 3.53 0.73 0.72
C 2.09075 -0.19760 0.13010 1.57 -1.23 0.28
H -0.63320 3.17801 -0.02195 0.20 -1.92 0.20
H 0.35301 2.00543 -1.08309 -0.13 0.06 0.87
H -1.71149 1.03556 0.97520 0.61 -0.12 -0.31
H -1.29232 -2.24687 -0.39898 -0.26 0.26 0.01
H -2.43949 -0.88875 -0.75602 1.15 -0.44 0.86
H -2.07741 -1.38820 0.94617 0.77 0.50 -1.05
H 0.79781 -1.84236 -0.27985 0.21 -1.76 -0.73
H 2.95888 -0.20349 -0.71695 -2.17 -0.28 2.04
H 2.38029 -0.93995 1.04074 -0.01 1.82 -2.16
H 2.06927 0.82802 0.54674 -0.27 -0.57 -0.34
```
Positions in Å, forces in eV/Å.

Formula: C7H8N2O2
Source: the Open Molecules 2025 dataset
Level of theory: the ωB97M-V functional and the def2-TZVPD basis

Results
SMILES string: CN(O)C(=O)c1ccccn1
Energy above the lowest of the compared OMol25 structures with the same formula, charge and spin (kcal/mol): 172.4
Lowest unoccupied orbital energy (eV): -0.23
HOMO-LUMO gap (eV): 7.8910

```
19
Properties=species:S:1:pos:R:3:forces:R:3
C -0.32653 2.13587 -0.97906 0.18 0.81 -3.49
N 1.02533 1.49138 -0.69214 -13.79 -7.86 0.29
O 1.81667 2.36504 -0.72734 10.71 7.90 0.35
C 1.04465 0.53864 0.34003 -0.75 1.25 -4.20
O 2.10059 0.35375 0.92228 0.23 -0.02 0.80
C -0.13805 -0.41299 0.19381 1.06 0.20 2.05
C 0.05815 -1.43907 1.20838 -1.77 1.12 -1.60
C -1.07415 -2.29622 1.32332 3.89 1.58 -1.41
C -1.82173 -2.35302 0.16881 -4.61 -2.21 -1.21
C -2.01335 -1.30041 -0.68131 2.30 1.28 -0.83
N -1.16501 -0.14427 -0.63533 -1.43 -6.70 1.25
H -0.46985 2.92057 -0.17682 -0.18 -0.76 -1.27
H -0.42214 2.55537 -2.20686 1.13 -0.51 3.70
H -1.00394 1.27353 -1.14321 0.07 2.09 0.93
H 2.50349 1.83877 -0.29734 2.58 1.23 0.57
H 1.08327 -1.29810 1.69273 -1.99 -0.74 0.03
H -1.09156 -2.93473 2.12463 -0.48 -1.87 1.55
H -2.62284 -3.21520 -0.19381 2.27 1.80 1.96
H -2.71066 -1.55715 -1.51045 0.58 1.41 0.51
```
Positions in Å, forces in eV/Å.

Formula: C27H23N7O2RuSTe
Source: the Open Molecules 2025 dataset
Level of theory: the ωB97M-V functional and the def2-TZVPD basis

Results
Total charge: +2
Energy above the lowest of the compared OMol25 structures with the same formula, charge and spin (kcal/mol): 15.7
Lowest unoccupied orbital energy (alpha / beta) (eV): -7.21 / -7.15
HOMO-LUMO gap (alpha / beta) (eV): 5.8746 / 5.9341

```
62
Properties=species:S:1:pos:R:3:forces:R:3
Ru -0.76158 0.40792 -0.54339 -1.12 1.98 0.28
N 5.88111 0.09642 3.66849 -0.11 0.08 -0.08
C 5.10743 0.14501 2.56173 0.02 -0.03 -0.03
C 4.04535 -0.77002 2.39609 -0.07 -0.03 -0.07
C 3.28467 -0.75139 1.25134 0.10 -0.04 0.07
C 3.56695 0.18238 0.25525 -0.51 -0.71 -0.57
C 4.58617 1.11472 0.40643 0.14 0.11 -0.25
C 5.34517 1.10062 1.55287 -0.04 -0.07 0.01
S 2.49588 0.24142 -1.12988 -0.30 3.80 1.42
O 1.91051 -1.09878 -1.33988 0.60 -2.26 -0.13
O 3.03202 0.92290 -2.25534 0.38 -0.42 -0.07
N 1.13713 1.02045 -0.60821 1.46 -0.83 -0.22
C 0.94138 2.36969 -0.59965 0.21 1.24 -0.38
N 1.89001 3.27075 -0.40797 0.14 -0.49 -0.11
C 1.51245 4.54341 -0.42336 -0.20 0.20 0.07
C 0.18923 4.94135 -0.59316 0.12 -0.18 -0.15
C -0.74211 3.93689 -0.77419 -0.25 0.16 0.00
N -0.37473 2.65890 -0.79742 0.54 -1.59 1.08
H 5.76265 -0.63361 4.34580 0.02 -0.02 0.04
H 6.68187 0.69336 3.76471 0.03 0.01 0.01
H 3.85718 -1.50988 3.16392 -0.01 0.00 -0.02
H 2.49038 -1.46930 1.09285 0.02 -0.07 0.15
H 4.78104 1.82936 -0.38049 0.03 0.06 0.01
H 6.15193 1.81124 1.67556 -0.01 0.01 -0.03
H 2.29894 5.27424 -0.27371 -0.02 0.01 -0.01
H -0.09801 5.98100 -0.59849 0.00 0.00 0.00
H -1.79263 4.15153 -0.92921 -0.01 -0.03 0.08
C -5.05486 0.80912 -3.92847 0.09 0.05 0.00
C -5.67908 0.68049 -2.69435 -0.05 -0.02 -0.07
C -4.93054 0.53999 -1.54183 0.23 -0.12 0.19
C -3.53420 0.54359 -1.61668 -0.68 -0.06 -0.80
C -2.91008 0.73898 -2.85726 0.03 -0.03 0.49
C -3.66763 0.85331 -4.00597 -0.05 0.00 -0.08
N -2.72730 0.38040 -0.46909 -0.60 0.10 0.69
N -3.32176 0.47164 0.64022 -0.72 -0.02 -0.72
C -2.49793 0.52621 1.73177 0.87 0.15 0.87
C -3.02916 0.63626 3.01516 -0.11 -0.09 -0.40
C -2.16624 0.81566 4.07626 0.27 0.06 0.18
C -0.79595 0.89453 3.84444 -0.24 -0.06 -0.05
C -0.32989 0.77238 2.54937 0.29 -0.02 -0.04
N -1.15879 0.58536 1.52327 -0.12 -0.35 -1.52
H -5.64327 0.89730 -4.83141 -0.03 0.00 0.01
H -6.75865 0.68207 -2.63557 0.00 -0.03 0.02
H -5.40468 0.41372 -0.57937 -0.05 -0.01 -0.04
H -1.83480 0.88304 -2.91267 0.03 -0.13 -0.05
H -3.17880 0.98108 -4.96217 -0.01 0.06 0.01
H -4.10138 0.59224 3.14198 0.00 0.01 -0.01
H -2.54620 0.91802 5.08354 -0.05 -0.03 -0.02
H -0.09761 1.05029 4.65336 0.01 0.01 -0.01
H 0.72625 0.83492 2.31416 -0.04 -0.04 -0.03
Te 0.05753 -1.51617 -2.12569 -0.44 -0.86 0.39
C -0.09336 -3.50042 -1.48886 0.26 0.11 -0.11
C 0.05924 -4.48886 -2.46896 0.00 0.43 0.01
C -0.08781 -5.81468 -2.11024 -0.03 -0.22 0.12
C -0.36274 -6.15429 -0.78960 0.04 0.19 -0.09
C -0.47560 -5.16445 0.18488 0.00 -0.18 0.04
C -0.35100 -3.83338 -0.15625 0.01 0.33 -0.14
H 0.28387 -4.21796 -3.49266 0.01 -0.05 0.00
H 0.02621 -6.58589 -2.85943 -0.03 -0.01 0.00
H -0.48674 -7.19355 -0.51743 0.03 0.00 0.01
H -0.65929 -5.43651 1.21528 -0.05 -0.01 -0.01
H -0.44818 -3.05500 0.58960 -0.04 -0.02 0.03
```
Positions in Å, forces in eV/Å.

Formula: C18H19N3O3
Source: the Open Molecules 2025 dataset
Level of theory: the ωB97M-V functional and the def2-TZVPD basis

Results
SMILES string: CC(=O)Nc1cccc(OC[C@H](O)Cn2cnc3ccccc32)c1
Energy above the lowest of the compared OMol25 structures with the same formula, charge and spin (kcal/mol): 17.9
Lowest unoccupied orbital energy (eV): 0.26
HOMO-LUMO gap (eV): 8.2352

```
43
Properties=species:S:1:pos:R:3:forces:R:3
C 2.23298 2.62527 3.35573 -0.13 -0.06 0.22
C 0.84802 2.07204 3.07753 0.47 0.26 -0.15
O 0.07571 1.75647 3.95049 -0.22 -0.14 0.26
N 0.59185 1.99009 1.73810 0.18 0.19 -0.32
C -0.51928 1.44741 1.08576 -0.40 -0.13 -0.01
C -1.64022 0.98777 1.76170 0.06 0.10 0.25
C -2.68543 0.43816 1.03970 0.07 0.06 -0.26
C -2.62010 0.32218 -0.33191 0.07 0.11 -0.18
C -1.48983 0.77105 -1.01390 -0.25 0.04 0.30
O -1.50483 0.55269 -2.36729 -0.19 -0.06 0.18
C -0.44071 0.96760 -3.18078 0.37 0.04 -0.22
C 0.86753 0.15352 -3.05239 -0.38 -0.09 0.51
O 1.65714 0.33533 -4.20765 0.04 0.03 -0.25
C 0.62874 -1.36242 -2.93144 0.37 0.45 -0.42
N 0.12694 -1.74976 -1.64616 -0.01 -0.07 0.20
C -1.08992 -2.30701 -1.38142 -0.07 -0.18 0.12
N -1.33016 -2.49163 -0.12354 -0.55 -0.35 0.06
C -0.22021 -2.01986 0.53070 0.59 0.25 -0.45
C 0.05336 -1.93319 1.89033 0.04 -0.01 -0.11
C 1.26686 -1.40087 2.26900 -0.03 -0.04 0.20
C 2.20544 -0.98228 1.32438 0.13 0.05 -0.08
C 1.95531 -1.05701 -0.03139 0.18 0.07 -0.17
C 0.72183 -1.55800 -0.42046 -0.17 -0.24 0.60
C -0.45604 1.35984 -0.30576 0.03 0.08 -0.20
H 2.37677 2.70091 4.42933 -0.02 -0.01 0.00
H 2.34516 3.61109 2.90923 0.05 0.07 -0.06
H 2.98825 1.96111 2.94065 0.10 -0.03 -0.06
H 1.34523 2.26403 1.12272 -0.08 -0.07 0.20
H -1.68091 1.05119 2.83468 0.00 0.01 0.03
H -3.55853 0.07906 1.56102 -0.09 -0.05 0.06
H -3.41723 -0.13020 -0.89783 -0.11 -0.08 -0.07
H -0.22101 2.03556 -3.02671 -0.04 -0.07 -0.03
H -0.81261 0.83437 -4.20282 0.15 0.05 0.11
H 1.42895 0.48160 -2.16614 -0.12 -0.09 -0.13
H 1.78552 1.27667 -4.36766 0.02 -0.04 0.03
H -0.08397 -1.67768 -3.69643 0.06 -0.05 0.04
H 1.59026 -1.85087 -3.12789 -0.14 0.00 -0.02
H -1.77218 -2.56421 -2.16884 -0.10 0.01 -0.27
H -0.66974 -2.26959 2.61442 -0.12 -0.04 0.11
H 1.50359 -1.30700 3.31803 0.01 0.00 0.11
H 3.15655 -0.59625 1.66344 0.08 0.02 0.02
H 2.70038 -0.74929 -0.75128 0.08 0.04 -0.05
H 0.42057 1.74417 -0.80661 0.09 -0.03 -0.08
```
Positions in Å, forces in eV/Å.

Formula: C2H3NO2S
Source: the Open Molecules 2025 dataset
Level of theory: the ωB97M-V functional and the def2-TZVPD basis

Results
SMILES string: O=CN(O)C=S
Energy above the lowest of the compared OMol25 structures with the same formula, charge and spin (kcal/mol): 65.0
Lowest unoccupied orbital energy (eV): -0.29
HOMO-LUMO gap (eV): 8.4807

```
9
Properties=species:S:1:pos:R:3:forces:R:3
O -0.42113 1.94574 -0.00396 -0.90 -0.99 0.01
C -1.16890 0.99476 -0.01368 0.15 1.35 -0.10
N -0.75512 -0.32920 0.05550 -0.06 -0.05 0.09
O -1.79122 -1.23916 -0.08901 -0.43 -0.40 0.39
C 0.49942 -0.86410 -0.06269 0.65 0.66 0.07
S 1.93265 -0.10768 0.02026 -0.46 -0.23 -0.02
H -2.29060 1.04433 -0.09264 0.79 0.00 0.08
H -2.03377 -1.53425 0.81125 0.19 0.21 -0.45
H 0.40349 -1.91941 -0.22930 0.08 -0.55 -0.07
```
Positions in Å, forces in eV/Å.

Formula: C2H2FNO2
Source: the Open Molecules 2025 dataset
Level of theory: the ωB97M-V functional and the def2-TZVPD basis

Results
SMILES string: C=C(F)[N+](=O)[O-]
Energy above the lowest of the compared OMol25 structures with the same formula, charge and spin (kcal/mol): 99.2
Lowest unoccupied orbital energy (eV): -0.32
HOMO-LUMO gap (eV): 10.9167

```
8
Properties=species:S:1:pos:R:3:forces:R:3
C 1.30636 0.02121 -0.02887 -0.23 -0.34 0.04
C 0.06371 0.42992 0.02867 -1.99 0.23 -0.15
F -0.30830 1.70294 0.06507 0.23 -0.33 0.02
N -1.28981 -0.43857 0.01092 2.83 0.77 0.17
O -1.11871 -1.62773 -0.02449 -0.15 -0.38 -0.05
O -2.30754 0.17707 0.04825 -0.55 0.18 -0.03
H 2.09541 0.75699 -0.04196 -0.02 0.07 0.03
H 1.55888 -1.02183 -0.05760 -0.11 -0.20 -0.03
```
Positions in Å, forces in eV/Å.